[1]
{"formula": "C4H9NO", "method": "ωB97M-V with the def2-TZVPD basis set", "elements": ["C", "N", "C", "C", "C", "O", "H", "H", "H", "H", "H", "H", "H", "H", "H"], "coordinates": [[-2.055, 0.487, -0.178], [-0.567, 0.650, -0.099], [-0.273, -0.759, -0.366], [0.399, -0.101, 0.740], [1.899, 0.035, 0.472], [2.210, 0.238, -0.886], [-2.333, -0.117, -1.075], [-2.510, -0.052, 0.665], [-2.479, 1.466, -0.332], [-1.027, -1.479, -0.058], [0.148, -0.868, -1.349], [0.165, -0.367, 1.774], [2.308, -0.957, 0.723], [2.398, 0.770, 1.113], [1.701, 1.008, -1.172]], "lumo_ev": 1.15, "total_charge": 0, "smiles": "CN1C[C@H]1CO", "e_homo_ev": -9.21, "e_above_lowest_kj_mol": 358.0}

[2]
{"formula": "C20H21NO6", "method": "ωB97M-V with the def2-TZVPD basis set", "elements": ["O", "C", "C", "C", "C", "N", "C", "O", "O", "C", "C", "C", "C", "C", "C", "C", "C", "O", "O", "O", "C", "C", "C", "C", "C", "C", "C", "H", "H", "H", "H", "H", "H", "H", "H", "H", "H", "H", "H", "H", "H", "H", "H", "H", "H", "H", "H", "H"], "coordinates": [[-0.134, -0.914, -0.974], [-0.528, -1.408, 0.052], [-1.810, -2.189, 0.223], [-2.744, -2.097, -0.982], [-3.526, -0.778, -1.071], [-2.693, 0.388, -1.261], [-2.156, 1.036, -0.202], [-2.452, 0.828, 0.952], [-1.297, 1.980, -0.622], [-0.636, 2.745, 0.377], [0.845, 2.833, 0.117], [1.644, 3.543, 1.006], [3.006, 3.648, 0.790], [3.583, 3.048, -0.318], [2.792, 2.337, -1.203], [1.428, 2.227, -0.988], [-4.422, -0.551, 0.151], [-4.609, -1.344, 1.030], [-5.081, 0.603, 0.052], [0.133, -1.361, 1.209], [1.396, -0.701, 1.213], [2.495, -1.532, 0.600], [3.611, -0.905, 0.063], [4.631, -1.656, -0.493], [4.543, -3.038, -0.522], [3.433, -3.666, 0.015], [2.415, -2.917, 0.578], [-1.525, -3.231, 0.384], [-2.309, -1.843, 1.128], [-2.158, -2.213, -1.897], [-3.473, -2.906, -0.924], [-4.204, -0.830, -1.934], [-2.224, 0.498, -2.146], [-0.831, 2.289, 1.357], [-1.073, 3.752, 0.377], [1.193, 4.014, 1.867], [3.619, 4.201, 1.486], [4.646, 3.133, -0.487], [3.234, 1.863, -2.067], [0.814, 1.660, -1.670], [-5.605, 0.756, 0.854], [1.316, 0.253, 0.680], [1.607, -0.508, 2.269], [3.675, 0.173, 0.080], [5.496, -1.160, -0.910], [5.337, -3.623, -0.962], [3.359, -4.743, -0.002], [1.551, -3.408, 1.002]], "lumo_ev": 0.72, "total_charge": 0, "smiles": "O=C(CC[C@H](NC(=O)OCc1ccccc1)C(=O)O)OCc1ccccc1", "e_homo_ev": -9.11, "e_above_lowest_kj_mol": 13.7}

[3]
{"formula": "C5H12O2", "method": "ωB97M-V with the def2-TZVPD basis set", "elements": ["C", "C", "C", "O", "C", "C", "O", "H", "H", "H", "H", "H", "H", "H", "H", "H", "H", "H", "H"], "coordinates": [[2.656, -0.433, 0.368], [1.729, -0.281, -0.689], [0.022, -0.182, 0.438], [0.653, 0.278, 1.612], [-0.796, 0.649, -0.573], [-2.252, 0.205, -0.517], [-2.740, 0.531, 0.773], [3.494, 0.260, 0.427], [1.898, 0.013, 1.297], [2.911, -1.458, 0.645], [1.432, -1.103, -1.335], [1.698, 0.697, -1.170], [-0.103, -1.270, 0.364], [-0.739, -0.002, 1.339], [-0.439, 0.527, -1.603], [-0.723, 1.711, -0.312], [-2.297, -0.884, -0.687], [-2.843, 0.692, -1.306], [-3.562, 0.052, 0.929]], "lumo_ev": 0.76, "total_charge": 0, "e_homo_ev": -8.72, "e_above_lowest_kj_mol": 591.7}

[4]
{"formula": "C21H76N6O17", "method": "ωB97M-V with the def2-TZVPD basis set", "elements": ["C", "C", "O", "H", "H", "H", "H", "H", "H", "C", "C", "O", "H", "H", "H", "H", "H", "H", "C", "C", "O", "H", "H", "H", "H", "H", "H", "C", "C", "O", "H", "H", "H", "H", "H", "H", "C", "O", "N", "N", "H", "H", "H", "H", "C", "O", "N", "N", "H", "H", "H", "H", "C", "O", "N", "N", "H", "H", "H", "H", "C", "O", "H", "H", "H", "H", "C", "O", "H", "H", "H", "H", "C", "O", "H", "H", "H", "H", "C", "O", "H", "H", "H", "H", "C", "O", "H", "H", "H", "H", "C", "O", "H", "H", "H", "H", "C", "O", "H", "H", "H", "H", "C", "O", "H", "H", "H", "H", "C", "O", "H", "H", "H", "H", "C", "O", "H", "H", "H", "H"], "coordinates": [[-0.193, -0.723, 0.020], [-0.771, 0.645, -0.205], [-0.464, 1.623, 0.679], [-0.758, -1.161, 0.809], [0.904, -0.842, 0.244], [-0.506, -1.454, -0.697], [-1.817, 0.483, -0.194], [-0.565, 0.844, -1.222], [-1.244, 2.185, 0.880], [-0.684, 4.905, -2.346], [-0.188, 3.952, -1.314], [1.056, 4.308, -0.672], [-0.927, 5.836, -1.764], [-1.631, 4.450, -2.786], [0.067, 5.218, -2.998], [-0.038, 3.014, -1.915], [-0.953, 3.742, -0.525], [1.383, 3.555, -0.201], [-2.059, -0.275, 3.494], [-2.467, -1.633, 4.075], [-3.383, -2.251, 3.211], [-2.769, 0.480, 3.629], [-1.801, -0.298, 2.494], [-1.243, 0.145, 4.014], [-2.786, -1.461, 5.122], [-1.585, -2.164, 4.151], [-4.223, -1.741, 3.304], [-0.398, 1.764, -6.113], [0.278, 1.790, -4.708], [1.595, 1.351, -4.650], [0.054, 2.529, -6.766], [-1.305, 2.253, -5.941], [-0.420, 0.828, -6.611], [-0.306, 1.129, -4.084], [0.200, 2.692, -4.139], [1.795, 1.214, -3.783], [2.491, 1.348, -1.069], [1.659, 0.752, -2.038], [3.733, 1.660, -1.378], [2.212, 1.635, 0.209], [3.994, 1.690, -2.354], [4.410, 2.199, -0.747], [1.178, 1.467, 0.494], [2.849, 2.304, 0.673], [4.536, -0.816, 1.143], [5.396, -1.759, 1.755], [4.925, -0.132, 0.137], [3.343, -0.488, 1.584], [5.845, -0.457, -0.210], [4.364, 0.546, -0.514], [2.906, -1.052, 2.295], [2.871, 0.334, 1.185], [-0.517, -2.283, -3.543], [-1.811, -2.740, -3.847], [-0.243, -1.122, -3.073], [0.544, -3.021, -3.604], [-1.009, -0.434, -2.929], [0.635, -0.709, -2.914], [0.568, -4.022, -3.877], [1.467, -2.622, -3.337], [-3.801, -1.524, -0.691], [-4.554, -0.540, -1.277], [-2.845, -1.497, -1.123], [-4.260, -2.544, -0.895], [-3.712, -1.264, 0.377], [-5.420, -0.638, -0.780], [-4.096, 2.161, 1.150], [-2.935, 2.923, 1.117], [-3.952, 1.407, 1.886], [-4.384, 1.699, 0.201], [-4.969, 2.729, 1.489], [-2.602, 3.065, 2.080], [1.248, -1.541, 4.147], [2.651, -1.747, 3.898], [1.176, -1.073, 5.153], [0.863, -2.563, 4.289], [0.711, -0.991, 3.345], [2.848, -2.382, 4.583], [2.615, -4.153, 1.656], [4.004, -4.048, 1.615], [2.160, -4.428, 2.589], [2.231, -4.723, 0.811], [2.324, -3.174, 1.359], [4.239, -3.176, 1.917], [1.148, 1.699, 3.616], [0.848, 1.678, 4.923], [1.377, 2.688, 3.296], [0.297, 1.408, 2.985], [1.983, 1.013, 3.386], [1.560, 2.177, 5.335], [2.848, -2.393, -1.357], [2.844, -2.659, -2.662], [1.968, -2.640, -0.829], [3.086, -1.337, -1.076], [3.602, -2.929, -0.797], [3.728, -2.405, -3.064], [-0.240, 4.999, 2.028], [-0.790, 6.026, 1.245], [-0.184, 3.935, 1.846], [-0.527, 5.208, 3.028], [0.788, 5.164, 2.196], [-1.353, 6.639, 1.743], [-1.515, -4.420, -1.443], [-0.137, -4.411, -1.192], [-2.016, -5.102, -0.760], [-1.861, -4.704, -2.448], [-1.872, -3.507, -1.149], [0.198, -3.678, -1.677], [-2.957, 1.803, -2.543], [-2.358, 0.519, -2.702], [-2.877, 2.321, -3.582], [-2.470, 2.318, -1.759], [-3.948, 1.588, -2.282], [-2.940, -0.154, -2.264], [-0.661, -3.784, 2.086], [-1.992, -3.875, 1.773], [-0.165, -4.128, 1.231], [-0.373, -4.251, 3.045], [-0.303, -2.735, 2.054], [-2.468, -3.259, 2.337]], "lumo_ev": -0.44, "total_charge": 0, "e_homo_ev": -8.05, "e_above_lowest_kj_mol": 0.0}

[5]
{"formula": "C31H36AgN5O4PS2", "method": "ωB97M-V with the def2-TZVPD basis set", "elements": ["Ag", "C", "S", "C", "S", "N", "N", "C", "C", "C", "C", "C", "C", "N", "H", "H", "H", "H", "H", "H", "H", "H", "C", "C", "C", "C", "C", "C", "N", "C", "C", "C", "C", "C", "C", "C", "O", "O", "C", "C", "H", "H", "H", "H", "H", "H", "H", "H", "H", "H", "H", "H", "H", "H", "C", "P", "C", "C", "O", "H", "H", "H", "H", "H", "H", "H", "H", "H", "O", "N", "C", "C", "C", "C", "C", "H", "H", "H", "H", "H"], "coordinates": [[-0.247, 1.765, 0.125], [3.231, 5.606, -1.937], [2.017, 5.020, -3.136], [1.021, 3.930, -2.083], [1.840, 2.879, -0.980], [-0.230, 4.019, -2.383], [-1.088, 3.241, -1.617], [-2.164, 2.869, -2.203], [-3.228, 2.196, -1.494], [-4.189, 1.420, -2.152], [-5.042, 0.612, -1.437], [-4.725, 0.373, -0.040], [-4.069, 1.551, 0.538], [-3.296, 2.340, -0.139], [3.944, 6.224, -2.484], [2.747, 6.201, -1.163], [3.737, 4.757, -1.478], [-2.263, 3.008, -3.284], [-4.272, 1.497, -3.233], [-5.833, 0.046, -1.913], [-5.548, 0.005, 0.561], [-4.148, 1.714, 1.610], [3.522, 0.397, -3.809], [3.214, -0.564, -2.690], [4.247, -1.267, -2.078], [4.007, -2.113, -1.005], [2.717, -2.246, -0.522], [1.679, -1.550, -1.120], [0.367, -1.657, -0.563], [-0.634, -2.277, -1.269], [-0.282, -3.240, -2.241], [-1.239, -3.941, -2.937], [-2.593, -3.717, -2.704], [-2.949, -2.759, -1.772], [-2.007, -2.023, -1.056], [-2.501, -0.929, -0.145], [-3.793, -0.977, 0.060], [-1.761, -0.088, 0.350], [1.902, -0.718, -2.221], [0.747, -0.018, -2.888], [4.591, 0.393, -4.031], [3.237, 1.411, -3.518], [2.981, 0.148, -4.725], [5.259, -1.139, -2.448], [4.824, -2.648, -0.535], [2.498, -2.872, 0.335], [0.102, -0.912, 0.076], [0.768, -3.420, -2.427], [-0.926, -4.674, -3.673], [-3.351, -4.266, -3.248], [-3.990, -2.535, -1.587], [0.016, 0.327, -2.158], [0.229, -0.704, -3.567], [1.070, 0.855, -3.447], [3.936, 0.070, 2.495], [2.087, 0.206, 2.615], [2.067, 1.584, 3.790], [1.789, -1.405, 3.399], [1.704, 0.476, 1.188], [4.416, -0.088, 3.468], [4.331, 0.979, 2.036], [4.176, -0.768, 1.836], [2.480, 1.239, 4.741], [1.065, 1.973, 3.931], [2.722, 2.353, 3.375], [2.731, -1.926, 3.572], [1.172, -1.989, 2.718], [1.239, -1.287, 4.332], [-0.228, 0.399, 3.054], [-1.187, -0.366, 3.617], [-1.852, 0.122, 4.729], [-2.817, -0.612, 5.350], [-3.184, -1.900, 4.876], [-2.523, -2.340, 3.696], [-1.562, -1.587, 3.093], [-1.551, 1.114, 5.029], [-3.309, -0.176, 6.211], [-3.967, -2.479, 5.344], [-2.792, -3.279, 3.226], [-1.082, -1.864, 2.168]], "lumo_ev": [4.38, 4.38], "s2": 0.76, "total_charge": -2, "spin_multiplicity": 2, "e_homo_ev": [0.63, -1.28]}

[6]
{"formula": "C2H7FIN2", "method": "ωB97M-V with the def2-TZVPD basis set", "elements": ["C", "C", "N", "N", "F", "I", "H", "H", "H", "H", "H", "H", "H"], "coordinates": [[0.228, -0.390, -0.672], [-0.195, 1.186, -0.635], [-1.515, 0.954, 0.698], [0.564, -0.688, 0.735], [0.723, 1.870, 0.100], [-3.195, 0.201, -0.210], [0.950, -0.614, -1.382], [-0.728, -1.080, -0.971], [-0.452, 1.681, -1.515], [-1.638, 1.885, 1.157], [0.731, -1.705, 0.815], [-0.357, -0.439, 1.139], [1.463, -0.153, 0.980]], "lumo_ev": [-3.48, -6.76], "s2": 2.01, "total_charge": 1, "spin_multiplicity": 3, "e_homo_ev": [-10.21, -13.63], "e_above_lowest_kj_mol": 111.0}